# 1
Computed, not measured: a 13-piece molecular cluster, C5H35NO13 overall, with ωB97M-V/def2-TZVPD.

Structure (ORCA input):
```
! RIJCOSX wB97M-V def2-TZVPD def2/J DEFGRID3
* xyz 0 1
O 3.847 -0.489 1.602
O -2.533 -2.197 0.875
C 0.231 4.183 0.225
O 3.052 -2.986 2.510
H 2.546 -3.199 1.665
O -4.912 0.947 -0.604
H -0.453 4.602 0.962
O 0.026 0.050 -1.688
H 1.022 0.784 3.018
O -4.835 0.392 -3.156
H 3.877 0.542 -2.161
H -0.273 4.266 -0.735
C 2.081 1.172 -1.095
H 0.045 -1.368 3.102
H 2.379 -2.618 3.188
H -2.475 -1.420 -4.874
H -4.880 -0.105 -4.051
H 0.800 -1.641 -1.991
H -4.249 0.305 0.944
H -0.036 0.513 4.128
H 1.523 -4.623 -0.287
H 3.715 -1.415 1.635
H 0.191 -2.189 1.736
O -3.896 0.014 1.826
H 2.601 -0.741 -1.955
H -1.138 1.803 -0.315
H -0.416 -2.679 -1.726
O -2.948 -0.673 -4.515
H 2.296 2.197 -1.381
H -2.840 -0.644 -3.568
H -4.838 1.295 -3.343
H 0.255 2.474 1.671
H -3.980 -0.937 1.687
O 2.550 1.448 2.169
H 1.173 4.712 0.159
H -1.984 -2.352 1.657
H -4.635 0.009 -0.766
C 0.565 1.027 -1.110
C 0.511 2.715 0.651
O 1.779 -3.789 0.084
H 2.387 0.544 -3.136
H 2.916 2.277 2.625
C 2.795 0.323 -2.151
O 0.527 -2.579 -2.089
N -0.131 1.694 -0.160
H -5.543 1.028 -1.309
O 0.715 0.123 3.679
O -0.345 -2.039 2.516
H -2.131 -1.495 0.342
H 1.566 2.656 0.566
H 4.739 -0.335 1.308
H 3.169 0.720 2.200
H 2.426 0.897 -0.111
H 1.162 -3.199 -0.456
*
```

Computed properties:
E in a.u.: -1244.36278
LUMO in hartree: 0.00832
HOMO-LUMO gap in eV: 10.132

natural (NBO) population analysis, charges in e, atoms 1 to 2: number 1, O, carries -0.961; number 2, O, carries -0.992

---

# 2
Computed, not measured: a 13-piece molecular cluster, C5H35NO13S overall, with ωB97M-V/def2-TZVPD.

Structure (ORCA input):
```
! RIJCOSX wB97M-V def2-TZVPD def2/J DEFGRID3
* xyz 0 1
O 0.442 -1.241 -3.713
C -0.709 0.231 1.173
H -0.394 -1.210 -0.361
H 2.294 1.522 -1.911
H 1.906 -1.755 3.292
H 1.702 -0.066 -0.567
H 0.015 1.663 -0.134
N -1.449 0.430 -1.291
H 2.871 -1.856 -0.561
H -3.610 2.691 0.056
O 1.902 0.775 -4.603
H -3.639 1.280 -0.187
H 4.322 -1.667 -0.980
H -1.335 -0.133 -2.200
H -0.831 -1.774 2.881
H -0.050 -0.256 5.258
C -0.155 1.666 0.988
H 0.111 0.534 -3.511
C -1.131 -0.428 -0.087
S 1.387 2.106 1.870
O -2.841 -0.245 3.497
H 2.230 -0.021 1.022
O 3.566 -2.173 -1.099
H -1.200 -3.072 2.200
H -2.369 0.903 -1.317
H 1.794 -0.113 -4.371
H -1.468 0.245 1.844
H 1.058 -1.964 1.951
H -0.012 3.690 3.190
O -3.322 -0.369 0.368
O 1.884 -0.573 0.261
H 0.098 0.565 4.121
O -1.256 -2.147 2.141
O 1.561 0.990 -1.717
H 0.032 -0.481 1.574
O 2.117 -3.210 -2.969
O -4.334 1.987 -0.146
O -0.643 0.969 -4.048
O 1.557 -2.289 2.581
H 0.060 4.019 1.502
H -2.440 -2.000 0.852
H -2.607 -0.219 2.622
H -0.083 -1.772 -4.344
H 1.908 -3.954 -2.456
H 1.162 -1.856 -3.313
H 1.416 4.589 2.518
H 2.710 -2.728 -2.414
H -0.994 2.459 1.029
O 0.645 -0.114 4.531
H -3.734 -0.018 3.628
H 1.014 0.932 -5.052
C -2.366 -1.117 0.376
C 0.710 3.761 2.369
H -0.602 1.959 -3.841
H 1.101 0.854 -2.505
*
```

Computed properties:
E in a.u.: -1642.38361
LUMO in hartree: 0.00750
HOMO-LUMO gap in eV: 8.922

natural (NBO) population analysis, charges in e, atoms 1 to 2: number 1, O, carries -1.029; number 2, C, carries -0.418

---

# 3
Computed, not measured: a 13-piece molecular cluster, C5H35NO14 overall, with ωB97M-V/def2-TZVPD.

Structure (ORCA input):
```
! RIJCOSX wB97M-V def2-TZVPD def2/J DEFGRID3
* xyz 0 1
C 2.956 -0.116 0.919
O -2.585 2.238 -3.173
O -0.024 1.050 3.345
H 0.477 -3.640 -1.732
O -3.229 -2.466 -1.153
H 2.918 1.802 3.075
H 0.863 1.321 3.421
H 1.245 1.530 -0.407
H -0.027 4.286 0.467
H 2.708 -1.334 -2.448
O 1.875 -1.782 -1.966
O 1.761 1.555 -2.900
H -0.826 -3.169 -2.224
H 0.368 1.587 1.106
H -1.244 -4.764 0.969
C -2.405 0.397 1.488
O -1.690 -3.909 0.693
H 3.380 -0.682 1.874
H 1.570 0.900 -2.219
H -2.730 -2.811 -1.833
H -1.439 -2.527 2.501
O -0.522 3.625 1.086
O 2.441 1.403 3.809
O -0.479 -3.768 -1.561
H -1.283 -3.643 -0.088
H -1.780 1.749 -3.060
C 0.656 0.889 0.274
H 0.078 -2.502 2.494
N -1.804 0.191 0.099
C -0.556 0.376 -0.492
O 3.431 1.192 1.094
H -1.637 0.628 2.371
H 0.011 0.245 3.804
H -3.013 1.302 1.762
H 1.017 1.472 -3.542
O -0.636 -2.039 2.858
H -3.097 -3.091 -0.338
H -2.343 -1.522 -3.405
O 1.055 4.315 -1.472
H -2.457 -0.201 -0.587
H -3.091 -0.563 1.668
H 1.096 -0.429 1.823
H 2.694 1.864 0.900
C 1.488 -0.278 0.779
H 0.771 3.587 -2.219
O -0.441 -0.063 -1.658
H 2.024 4.367 -1.528
H 3.572 -0.439 -0.023
H -0.574 4.086 1.942
H 1.065 -1.173 -2.181
O -1.530 -1.913 -3.185
H -2.757 2.707 -2.320
H -1.173 -1.193 -2.655
H 2.577 0.471 3.715
H 1.277 -1.116 0.034
*
```

Computed properties:
E in a.u.: -1319.54502
LUMO in hartree: 0.00178
HOMO-LUMO gap in eV: 10.022

natural (NBO) population analysis, charges in e, atoms 1 to 2: number 1, C, carries -0.047; number 2, O, carries -0.946

---

# 4
Computed, not measured: a 14-piece molecular cluster, C5H35NO14 overall, with ωB97M-V/def2-TZVPD.

Structure (ORCA input):
```
! RIJCOSX wB97M-V def2-TZVPD def2/J DEFGRID3
* xyz 0 1
H 0.579 -3.577 -1.981
H 0.824 2.450 2.452
H -2.427 4.053 1.037
N -2.199 -0.562 -2.287
H 3.074 -1.891 3.106
H 0.852 0.588 -2.113
H -4.475 -0.413 -0.321
C 0.685 0.034 -1.181
H 2.853 0.295 -0.710
H 0.724 -3.957 -0.489
O 2.919 -2.717 -2.647
H -2.486 -0.471 -0.035
H 2.774 -2.436 0.733
H -0.601 0.742 0.392
H -3.661 0.804 -1.933
H -0.093 -1.494 1.658
O 0.407 2.526 3.320
H 0.697 -0.955 -1.642
H 4.077 1.757 1.869
H -2.939 1.962 3.248
H -1.708 -4.168 1.395
O 0.212 -4.134 -1.285
H -1.606 3.421 -0.141
H 3.974 0.187 1.440
C 1.849 0.230 -0.264
O -2.226 4.109 0.096
H 3.109 -1.811 -2.907
H -2.457 3.352 -2.544
H 3.506 1.959 -1.977
H 0.379 -2.191 2.805
O -3.052 2.824 -2.004
H 2.909 3.179 -1.615
O 2.730 2.468 -2.253
H -0.955 1.292 -1.251
H 0.656 1.710 3.764
C -3.148 0.201 -2.656
O 4.305 1.062 1.259
H 1.410 -2.554 -0.066
O 1.679 0.613 0.875
H -1.480 -1.637 -0.764
H -1.586 2.568 3.231
O -2.398 2.531 2.703
H -3.710 0.658 0.386
O -1.420 -3.363 0.962
C -1.796 -0.613 -0.863
H 2.783 -0.845 2.079
O -4.609 0.417 0.146
H -3.273 3.430 -1.270
C -0.700 0.426 -0.647
H -3.297 0.225 -3.728
H -1.440 -3.692 0.045
H 3.199 -2.644 -1.701
O 2.357 -2.624 -0.118
O 3.518 -1.364 2.439
O 0.703 -1.962 1.954
*
```

Computed properties:
E in a.u.: -1319.52616
LUMO in hartree: -0.01176
HOMO-LUMO gap in eV: 9.083

natural (NBO) population analysis, charges in e, atoms 1 to 2: number 1, H, carries 0.496; number 2, H, carries 0.492

---

# 5
Computed, not measured: a 13-piece molecular cluster, C5H35NO14 overall, with ωB97M-V/def2-TZVPD.

Structure (ORCA input):
```
! RIJCOSX wB97M-V def2-TZVPD def2/J DEFGRID3
* xyz 0 1
H -0.916 0.941 -3.834
H 2.412 1.071 -1.548
H -2.482 2.548 -2.653
H 3.571 -2.857 -1.905
O -3.261 -0.826 2.317
H 3.296 0.567 -3.477
O 0.116 4.203 -0.329
C -1.083 -0.770 3.066
H 3.396 -0.866 2.254
O 0.158 0.964 -3.846
H -0.843 0.291 3.568
H 2.028 1.006 3.113
O -0.579 1.640 -0.708
H -0.419 2.476 -0.141
H 0.013 -0.936 -3.276
O -2.594 1.592 -2.488
O 3.359 0.125 -2.657
H -0.565 -2.197 -2.435
O 0.248 -1.680 -2.739
N 1.230 0.591 2.782
H -1.423 -1.231 3.984
H -0.603 4.567 0.022
H 0.911 4.334 0.234
H -4.019 -0.810 1.729
C 2.484 -1.559 2.297
H 1.132 0.784 1.752
C 1.334 -0.873 3.100
H -0.864 -3.985 0.390
H 0.145 -2.512 2.939
H -4.581 0.522 -0.501
O -4.198 -0.306 -2.037
H 2.845 -0.730 -2.732
O -1.909 -0.319 0.763
O 2.635 3.557 0.544
H 2.501 -2.601 2.549
H 2.733 3.952 -0.298
H -3.301 0.051 -2.348
H -4.250 -1.119 -2.333
H -1.897 1.485 -1.843
O 2.627 -3.131 -2.019
H -0.137 -4.473 1.698
H 0.241 0.624 -2.963
H 2.892 2.578 0.324
H 2.063 -1.366 1.242
O -0.807 -3.956 1.339
H -0.542 0.926 -0.076
C 0.106 -1.559 2.522
O 2.048 1.315 -0.706
O -4.479 0.949 0.311
C -2.016 -0.623 1.929
H -3.590 1.363 0.262
H 1.423 -0.860 4.163
H 0.114 -1.687 1.431
H 1.187 1.309 -0.875
H 2.108 -2.495 -1.856
*
```

Computed properties:
E in a.u.: -1319.50160
LUMO in hartree: -0.00257
HOMO-LUMO gap in eV: 9.161

natural (NBO) population analysis, charges in e, atoms 1 to 2: number 1, H, carries 0.490; number 2, H, carries 0.488

---

Quick rundown of ΔE to the lowest compared entry with this formula, charge and spin, same order as above: 45.4 132.0 101.9 113.7 129.1 kcal/mol
Quick rundown of max |F|, same order as above: 4.00 7.84 5.03 2.24 11.01 eV Å⁻¹